{
  "formula": "C16H24N6O2",
  "method": "ωB97M-V with the def2-TZVPD basis set",
  "symbols": ["C", "H", "H", "H", "C", "C", "H", "H", "H", "H", "C", "C", "N", "N", "N", "N", "C", "C", "C", "C", "C", "O", "H", "H", "H", "H", "H", "N", "C", "C", "H", "H", "C", "C", "O", "N", "H", "H", "C", "H", "C", "H", "H", "H", "H", "H", "H", "H"],
  "positions_angstrom": [[3.309648, 1.410287, -0.102982], [3.269291, 1.206908, -1.172246], [4.325287, 1.229162, 0.239854], [3.072704, 2.457563, 0.064668], [2.327468, 0.526876, 0.667507], [2.439513, 0.826964, 2.160070], [1.895793, 0.104627, 2.760498], [3.486269, 0.784075, 2.454075], [2.063135, 1.823185, 2.370963], [2.599956, -0.521926, 0.497281], [0.914753, 0.713186, 0.058457], [0.341297, 2.070364, 0.283786], [0.778529, 3.070497, 1.013170], [-0.099605, 4.056024, 0.877356], [-1.048195, 3.724480, 0.109421], [-0.819594, 2.474764, -0.297320], [-1.681373, 1.790607, -1.223870], [-1.006490, 1.604306, -2.544031], [-0.707321, 0.478967, -3.255398], [-0.041528, 0.918184, -4.425915], [0.017958, 2.273613, -4.332922], [-0.563183, 2.696544, -3.200883], [0.432328, 3.020562, -4.979902], [0.338334, 0.307315, -5.218447], [-0.936898, -0.530573, -2.983420], [-2.573459, 2.416119, -1.326701], [-1.936992, 0.811205, -0.812578], [-0.122147, -0.258345, 0.384597], [-0.612062, -0.279068, 1.752702], [-1.971092, -0.977502, 1.790661], [-2.315396, -1.018372, 2.824424], [-2.697086, -0.407627, 1.206117], [-1.881353, -2.396753, 1.222205], [-1.128911, -3.339394, 2.160081], [-0.462643, -2.992385, 3.107181], [-1.267760, -4.647377, 1.831734], [-1.865748, -4.958991, 1.088363], [-0.815770, -5.338581, 2.407148], [-1.200756, -2.353175, -0.153157], [-1.031696, -3.361713, -0.535416], [0.131396, -1.608056, -0.071289], [0.592582, -1.568386, -1.061792], [0.808710, -2.155323, 0.604992], [-1.857213, -1.827503, -0.850629], [-2.894413, -2.800521, 1.106106], [-0.713028, 0.746026, 2.113582], [0.063016, -0.821549, 2.425350], [1.043746, 0.620710, -1.033453]],
  "forces_ev_per_angstrom": [[-0.09, -0.17, 0.01], [0.03, 0.02, -0.13], [0.12, 0.00, 0.01], [0.05, 0.12, -0.02], [-0.07, 0.16, -0.09], [-0.07, -0.16, -0.03], [-0.03, -0.05, 0.12], [0.10, -0.03, 0.06], [0.07, 0.00, 0.12], [-0.06, 0.05, -0.04], [0.42, -0.33, -0.05], [-0.59, 0.30, -0.40], [0.63, -0.74, 0.04], [-0.03, 0.92, 0.37], [-1.12, 0.19, -0.64], [1.05, -0.14, 0.86], [-0.30, 0.15, -0.58], [-0.16, -0.91, 0.08], [-0.25, 0.50, 0.45], [0.11, 0.54, -0.15], [0.27, -0.68, -0.57], [-0.20, 0.38, 0.41], [0.03, 0.18, -0.02], [0.11, -0.06, -0.21], [-0.08, -0.22, 0.16], [0.09, -0.10, 0.06], [0.01, 0.19, -0.13], [0.06, -0.04, 0.00], [-0.21, 0.03, 0.21], [0.21, -0.14, 0.18], [-0.07, 0.02, 0.00], [-0.02, 0.02, 0.00], [-0.06, 0.25, 0.05], [-0.42, -0.07, -0.36], [0.23, 0.22, 0.37], [0.04, -0.51, -0.03], [0.00, 0.06, 0.02], [-0.01, 0.05, -0.01], [0.20, -0.08, 0.04], [-0.04, -0.01, -0.05], [-0.17, -0.10, -0.22], [0.04, -0.02, 0.03], [0.07, 0.03, -0.08], [0.00, -0.02, -0.04], [0.08, 0.00, 0.01], [0.01, -0.01, 0.05], [-0.04, 0.16, -0.05], [0.02, 0.02, 0.17]],
  "lumo_energy_ev": 0.48,
  "total_charge": 0,
  "e_homo_ev": -8.69,
  "smiles": "CC(C)[C@H](c1nnnn1Cc1ccco1)N1CCC(C(N)=O)CC1",
  "gap_ev": 9.17,
  "de_lowest_kj_mol": 0.00
}

=====

{
  "formula": "C16H24O12",
  "method": "ωB97M-V with the def2-TZVPD basis set",
  "symbols": ["C", "C", "C", "O", "C", "O", "O", "H", "H", "H", "H", "H", "H", "C", "C", "C", "O", "C", "O", "O", "H", "H", "H", "H", "H", "H", "C", "C", "C", "O", "C", "O", "O", "H", "H", "H", "H", "H", "H", "C", "C", "C", "O", "C", "O", "O", "H", "H", "H", "H", "H", "H"],
  "positions_angstrom": [[1.179110, -0.803535, 1.558553], [-0.227260, -1.352223, 1.658531], [-1.339628, -0.291271, 1.467650], [-2.193297, -0.878651, 0.486919], [-1.648598, -2.009990, 0.003252], [-2.148281, -2.700816, -0.820125], [-0.478976, -2.296282, 0.623856], [1.925187, -1.590762, 1.596509], [1.303658, -0.019457, 2.306179], [1.269796, -0.279416, 0.599893], [-0.377863, -1.764813, 2.660571], [-0.940045, 0.676633, 1.166528], [-1.921039, -0.175502, 2.377342], [0.861802, 1.999641, -2.433721], [1.020424, 1.899623, -3.943425], [-0.154311, 1.204450, -4.625830], [-0.312880, 1.949470, -5.829247], [0.448176, 3.048055, -5.800320], [0.563678, 3.848948, -6.663971], [1.086792, 3.157996, -4.593755], [-0.009220, 2.612959, -2.214621], [1.783576, 2.417973, -2.029995], [0.770211, 0.990064, -2.030643], [1.933056, 1.340436, -4.181381], [-1.088621, 1.315821, -4.067219], [0.011172, 0.133785, -4.725615], [0.243356, -3.939892, -2.780520], [1.459410, -4.601744, -2.226639], [1.429859, -6.083629, -1.858987], [2.748874, -6.504739, -2.178916], [3.365935, -5.581171, -2.958615], [4.458089, -5.715619, -3.408759], [2.564132, -4.508735, -3.144913], [0.376730, -2.859317, -2.836708], [-0.677246, -4.141664, -2.240490], [0.142630, -4.257430, -3.824179], [1.817076, -4.064726, -1.336882], [0.722143, -6.631471, -2.486251], [1.185012, -6.192804, -0.807694], [-2.187014, 5.308570, 6.297362], [-1.333658, 4.531699, 5.297480], [-0.889974, 3.105591, 5.681156], [-1.438818, 2.279862, 4.672435], [-2.103981, 3.030631, 3.754072], [-2.583628, 2.586543, 2.764847], [-2.006782, 4.341348, 4.053456], [-3.238710, 5.194945, 6.036541], [-1.940289, 6.359996, 6.174675], [-2.004462, 4.946058, 7.305195], [-0.421705, 5.107586, 5.135117], [-1.203940, 2.803797, 6.682290], [0.200344, 3.053196, 5.689016]],
  "forces_ev_per_angstrom": [[-0.57, 0.51, -0.77], [-0.02, 0.92, 0.61], [0.29, -0.51, 0.39], [0.20, 0.20, -0.32], [-0.13, -0.03, 0.52], [-0.05, -0.11, -0.40], [-0.06, -0.07, 0.08], [0.12, 0.07, 0.29], [0.27, -0.31, 0.28], [0.11, -0.19, -0.04], [0.06, -0.67, -0.32], [-0.23, -0.01, -0.32], [-0.02, 0.24, -0.01], [0.55, 0.13, -0.77], [-0.01, -0.94, 0.43], [-0.53, 0.55, 0.86], [0.03, -0.85, -0.61], [0.52, 0.60, 0.60], [-0.24, 0.01, -0.28], [-0.17, -0.09, -0.19], [0.03, -0.02, 0.29], [-0.21, 0.22, 0.23], [-0.23, 0.03, 0.05], [0.06, 0.17, 0.02], [0.08, 0.08, 0.13], [0.10, 0.08, -0.74], [-0.10, 0.07, -1.08], [0.70, 0.50, 1.17], [-0.53, 0.60, -0.90], [0.22, -0.15, 0.33], [0.04, -0.04, -0.06], [-0.21, 0.07, 0.02], [0.02, -0.34, -0.18], [0.04, 0.01, 0.24], [0.09, -0.09, 0.17], [-0.24, -0.16, 0.12], [-0.25, 0.03, 0.01], [-0.01, -0.11, 0.12], [0.23, -0.34, 0.06], [-0.04, -0.26, -0.81], [0.51, 0.02, 0.59], [0.21, 0.53, 0.49], [-0.31, -0.17, 0.03], [1.02, 0.10, -0.16], [-0.37, -0.07, 0.03], [-0.26, -0.06, 0.02], [-0.06, -0.14, 0.19], [-0.10, 0.10, 0.41], [0.00, 0.24, 0.13], [-0.12, 0.07, -0.43], [-0.40, -0.12, -0.20], [-0.04, -0.25, -0.30]],
  "lumo_energy_ev": 0.09,
  "total_charge": 0,
  "e_homo_ev": -10.89,
  "smiles": "C[C@H]1COC(=O)O1.C[C@H]1COC(=O)O1.C[C@H]1COC(=O)O1.C[C@H]1COC(=O)O1",
  "gap_ev": 10.98,
  "de_lowest_kj_mol": 43.15
}